No. 1
{"formula": "C5H6BrN3O2", "method": "ωB97M-V/def2-TZVPD", "de_lowest_kj_mol": 498.0, "energy_ev": -83884.5978, "orbital_gap_ev": 9.5, "smiles": "CC1=NN=C(C)C1(Br)[N+](=O)[O-]", "species": ["C", "C", "C", "C", "C", "N", "N", "N", "O", "O", "Br", "H", "H", "H", "H", "H", "H"], "xyz": [[-1.189570, 0.526845, -0.313416], [1.106626, 0.373406, -0.334477], [-0.042320, -0.270106, 0.391048], [-2.618340, 0.414710, 0.128903], [2.626979, 0.237229, -0.151185], [-0.669094, 1.399096, -1.069530], [0.703783, 1.300821, -1.111976], [-0.082537, -1.620593, 0.102734], [-0.284126, -1.905062, -1.105377], [0.152886, -2.419897, 1.007717], [0.166173, 0.103701, 2.221863], [-2.606085, 0.370442, 1.162011], [-3.038107, -0.360173, -0.518793], [-3.209984, 1.447340, -0.098277], [2.875547, -0.903211, -0.124745], [2.880815, 0.646689, 0.744528], [3.227356, 0.658765, -0.931028]], "forces_ev_per_angstrom": [[0.46, 0.57, 1.33], [2.29, 1.50, -1.06], [-0.11, 3.34, -0.57], [-0.41, 3.11, -3.51], [-1.82, -4.39, -1.56], [-1.80, 0.30, -0.41], [0.87, -0.33, 0.06], [0.12, -5.00, -1.34], [0.25, 0.38, 2.40], [-0.47, 0.43, -1.54], [-0.26, 0.41, 0.84], [-0.48, -1.05, 2.07], [-0.53, -0.23, 0.92], [1.58, -2.45, 0.18], [-0.25, 1.90, 0.13], [0.85, 1.07, 2.68], [-0.28, 0.43, -0.61]], "lowdin_charge": [-0.33, -0.35, -0.73, -0.02, -0.01, 0.10, 0.10, -0.37, 0.10, 0.05, 0.96, 0.02, 0.09, 0.15, 0.12, 0.02, 0.08]}


No. 2
{"formula": "C7H12NOS", "method": "ωB97M-V/def2-TZVPD", "de_lowest_kj_mol": 422.0, "energy_ev": -21815.1262, "orbital_gap_ev": [7.7, 7.7], "total_charge": 1, "species": ["C", "C", "C", "C", "C", "C", "C", "N", "O", "S", "H", "H", "H", "H", "H", "H", "H", "H", "H", "H", "H", "H"], "xyz": [[1.614176, -1.610866, 1.864162], [1.411262, -0.484627, 1.046568], [0.456384, -2.159281, 2.326170], [0.069359, -0.192969, 0.852534], [-1.023151, -0.830553, -1.951121], [1.195014, 1.744735, -1.405110], [-0.535742, 0.695774, -0.091625], [-1.923022, 1.073684, 0.444668], [-0.078473, 1.835206, -0.719565], [-0.911109, -1.411697, 1.685112], [2.663603, -1.861155, 2.150027], [2.305778, -0.001420, 0.631758], [0.168543, -3.075135, 2.772492], [-0.230939, -1.364439, -2.454770], [-1.466646, -0.073692, -2.642965], [-1.661691, -1.310523, -1.267481], [1.445947, 0.835198, -1.758193], [2.062730, 2.106118, -0.661783], [1.104052, 2.576077, -2.205757], [-2.000449, 1.031233, 1.422267], [-2.568154, 0.415320, -0.024807], [-2.097474, 2.063014, -0.012584]], "forces_ev_per_angstrom": [[1.34, 0.01, 0.92], [-0.02, 0.18, -0.17], [-0.03, -0.19, -0.82], [1.42, -0.71, 0.16], [0.03, 2.92, -0.33], [0.86, 6.16, 1.91], [-0.88, -0.17, -1.65], [0.09, 1.73, -5.12], [0.26, -1.50, 1.09], [0.03, 1.45, -0.73], [-1.25, -0.28, -0.20], [-0.85, 0.17, 0.03], [0.63, -0.70, 0.93], [0.35, -0.16, 0.60], [0.12, -0.70, 0.79], [-0.70, -0.93, 0.39], [0.27, -3.19, -1.32], [-1.96, -0.82, -1.55], [0.35, -1.72, 1.16], [-0.15, 0.17, 1.88], [-0.05, 0.41, 0.55], [0.16, -2.12, 1.49]], "lowdin_charge": [-0.15, -0.10, -0.39, -0.47, 0.12, -0.03, -0.34, 0.23, -0.12, 1.06, 0.14, 0.12, 0.06, 0.03, 0.04, -0.03, 0.04, 0.14, 0.13, 0.11, 0.16, 0.23]}


No. 3
{"formula": "C9H12N2O3", "method": "ωB97M-V/def2-TZVPD", "de_lowest_kj_mol": 755.9, "energy_ev": -18643.0686, "orbital_gap_ev": [6.1, 7.6], "species": ["C", "C", "C", "C", "C", "C", "C", "C", "C", "N", "N", "O", "O", "O", "H", "H", "H", "H", "H", "H", "H", "H", "H", "H", "H", "H"], "xyz": [[-1.551322, 2.195351, -0.423023], [-1.236382, -1.742786, -0.272773], [-0.817629, 0.711022, -2.292101], [-2.154626, -0.730066, -0.344574], [1.583059, 2.097826, -0.874910], [0.551768, 1.088699, 1.336290], [1.040400, -3.277548, 1.789405], [0.650557, 1.064989, -0.239522], [-0.646896, 1.247538, -0.968978], [-2.468454, 2.860037, -0.193175], [-0.464068, -1.847779, 0.788325], [-0.184646, -0.149912, -2.893377], [-3.211478, -0.243646, -0.232505], [0.608903, -2.695074, 0.533573], [-1.119178, -2.229672, -1.313113], [-1.822203, 1.215127, -2.695991], [1.273480, 3.008392, -0.296478], [1.483646, 2.218297, -1.873286], [2.562973, 1.679878, -0.617030], [0.429301, 0.202419, 1.833581], [1.389773, 1.633632, 1.850681], [-0.361923, 1.716656, 1.461912], [0.232753, -3.428902, 2.434027], [1.624015, -2.547146, 2.192447], [1.573988, -4.209828, 1.787761], [1.034190, 0.162495, -0.477165]], "forces_ev_per_angstrom": [[-0.77, -0.32, -1.47], [2.13, -1.63, -1.12], [-2.71, 0.72, -1.22], [-2.45, 3.04, 0.67], [0.23, 0.00, 5.13], [-0.09, 4.35, -1.77], [-0.67, 0.06, -0.97], [-1.00, 1.18, 0.88], [0.87, -1.28, 1.92], [0.23, 0.16, 0.43], [-0.23, -0.71, -1.15], [-0.21, 1.01, 0.80], [1.32, -1.03, -0.19], [-0.90, -0.91, -0.19], [0.36, 0.47, 1.81], [1.66, -1.14, -0.12], [1.11, -0.17, -0.86], [-0.42, 0.29, -3.13], [0.26, 1.01, -0.12], [-0.42, -2.40, 0.70], [-0.59, -0.37, -0.80], [0.63, -0.38, 0.81], [-1.58, -0.16, 0.80], [1.94, 1.82, 1.54], [0.26, -0.34, -1.25], [1.03, -3.23, -1.14]], "lowdin_charge": [-0.23, -0.09, -0.30, -0.11, -0.02, -0.02, -0.04, -0.38, -0.22, 0.20, 0.07, 0.02, 0.21, -0.15, 0.19, 0.16, 0.11, 0.04, 0.10, 0.01, 0.10, 0.07, 0.07, 0.05, 0.09, 0.08]}